The following is a DFT calculation (wB97M-V/def2-TZVPD) of an isolated ion of composition C5H14N and charge +1.

Calculated values
Multiplicity: 1
Net charge: +1
SMILES: CCCCC[NH3+]
Frontier orbital gap: 11.5 eV
LUMO energy: -3.7 eV
HOMO energy: -15.23 eV

Geometry as XYZ:
```
20
C5H14N wB97M-V/def2-TZVPD
N -1.7225 0.4367 1.3938
C 1.4272 -1.3941 -1.1406
C 1.2929 -0.7474 0.2277
C -1.5628 0.2369 -0.1117
C 0.9398 0.7383 0.1481
C -0.3705 1.0242 -0.5824
H -0.8119 0.5164 1.8568
H -2.2582 1.2792 1.6129
H -1.3476 -0.8239 -0.2546
H 1.8625 -0.7163 -1.8708
H -0.5586 2.1025 -0.6881
H -2.4758 0.6089 -0.5494
H 0.5154 -1.8349 -1.5490
H 2.1861 -0.8704 0.8323
H 0.9305 1.2226 1.1309
H 0.5426 -1.2785 0.8221
H -2.2281 -0.3335 1.8360
H 1.7422 1.2651 -0.3730
H -0.2347 0.7915 -1.6508
H 2.1312 -2.2233 -1.0901
```

These are the Mulliken partial charges, in e, on atoms 1 to 2:
1. N -0.2616
2. C -1.2231

***

The following is a DFT calculation (wB97M-V/def2-TZVPD) of one molecule with the formula C5H14N2.

Calculated values
Multiplicity: 1
Net charge: 0
SMILES: C[C@H](N)CN(C)C
Frontier orbital gap: 9.4 eV
LUMO energy: 1.1 eV
HOMO energy: -8.30 eV

Geometry as XYZ:
```
21
C5H14N2 wB97M-V/def2-TZVPD
N -0.6251 -0.1342 -0.9796
N 2.2269 0.5750 1.3018
C 0.2822 -0.8634 1.9270
C -0.2530 -0.0015 -2.3738
C 0.2110 0.6548 -0.0804
C 1.1002 -0.2304 0.8126
C -2.0437 0.0192 -0.7666
H 0.6481 -0.5978 -2.5487
H 1.5412 -0.9766 0.1532
H -2.2960 0.0131 0.2921
H -2.4826 0.9162 -1.2214
H 1.9261 1.2628 1.9876
H -2.5962 -0.8280 -1.1721
H 0.7978 1.3988 -0.6162
H -0.1232 1.0319 -2.7337
H -1.0288 -0.4666 -2.9804
H 0.9380 -1.2513 2.7039
H -0.4256 1.2208 0.6041
H 2.9262 -0.0282 1.7148
H -0.4099 -1.6329 1.5690
H -0.3137 -0.0816 2.4065
```

These are the Mulliken partial charges, in e, on atoms 1 to 2:
1. N 0.1909
2. N -0.6521

***

The following is a DFT calculation (wB97M-V/def2-TZVPD) of one molecule with the formula C5H14N2.

Calculated values
Multiplicity: 1
Net charge: 0
SMILES: CN[C@@H](C)CCN
Frontier orbital gap: 9.9 eV
LUMO energy: 1.1 eV
HOMO energy: -8.77 eV

Geometry as XYZ:
```
21
C5H14N2 wB97M-V/def2-TZVPD
N -1.1084 -0.1702 1.1107
N 0.1244 1.3543 -2.3321
C -1.1228 0.5606 2.3518
C 0.3972 -0.0811 -2.2963
C 0.1166 0.0003 0.3262
C -0.1404 -0.7364 -1.0174
C 1.3590 -0.5968 1.0523
H -0.1417 0.6093 2.8328
H 1.7763 -1.4101 0.4537
H -0.0490 -0.5776 -3.1629
H -1.1951 -0.9699 -1.1681
H -1.2205 -1.1597 1.3049
H 0.3482 -1.7082 -0.9261
H 2.1746 0.0955 1.2433
H -1.8887 0.1818 3.0361
H -1.4914 1.5640 2.1947
H -0.5114 1.6052 -1.5876
H 1.4726 -0.2602 -2.3577
H 1.0399 -1.0305 1.9939
H -0.2702 1.6772 -3.2030
H 0.3307 1.0527 0.1509
```

These are the Mulliken partial charges, in e, on atoms 1 to 2:
1. N -0.4389
2. N -0.5426

***

The following is a DFT calculation (wB97M-V/def2-TZVPD) of one molecule with the formula C5H14N2.

Calculated values
Multiplicity: 1
Net charge: 0
SMILES: CC[C@H](CN)NC
Frontier orbital gap: 9.5 eV
LUMO energy: 1.2 eV
HOMO energy: -8.36 eV

Geometry as XYZ:
```
21
C5H14N2 wB97M-V/def2-TZVPD
N -0.8140 -0.3595 -2.0143
N 1.5963 -0.0535 0.7205
C -2.1033 0.9653 0.9029
C -0.3269 -0.7947 -0.7327
C -0.6845 0.7060 1.2758
C 0.2757 0.3105 0.1422
C 2.5636 -0.6181 -0.2714
H -0.0840 1.5349 1.7194
H 0.3431 -1.6250 -0.7306
H -2.1789 1.3106 -0.1637
H 0.5049 1.2539 -0.3794
H -1.1210 -1.2833 -0.1263
H 3.4495 -0.6983 0.3639
H -0.3956 -0.5968 -2.8960
H -1.2355 0.5509 -2.0412
H -0.6479 -0.0242 2.0990
H 2.6781 0.1236 -1.0900
H -2.7417 0.0456 1.0087
H 2.1937 -1.5682 -0.6368
H 1.5054 -0.8043 1.4036
H -2.7770 1.6246 1.4463
```

These are the Mulliken partial charges, in e, on atoms 1 to 2:
1. N -0.4434
2. N -0.5333

***

The following is a DFT calculation (wB97M-V/def2-TZVPD) of one molecule with the formula C5H14N2.

Calculated values
Multiplicity: 1
Net charge: 0
SMILES: CC[C@@H](CN)NC
Frontier orbital gap: 9.8 eV
LUMO energy: 1.0 eV
HOMO energy: -8.77 eV

Geometry as XYZ:
```
21
C5H14N2 wB97M-V/def2-TZVPD
N -0.7252 1.9383 -1.1412
N 1.4132 -0.7130 -0.5279
C -0.0047 -0.1558 -0.0914
C 1.5246 -2.2073 -0.8484
C 0.1911 1.4659 -0.2245
C -1.6820 0.3829 1.6875
C -0.4965 -0.5422 1.3348
H 1.4179 -2.8692 0.1177
H 0.5193 -2.5164 -1.4013
H 0.0496 2.0835 0.7145
H 1.6278 -0.3541 -1.5677
H -1.7147 1.5112 -1.2805
H 2.5685 -2.2356 -1.2848
H -2.3433 -0.1281 2.4075
H -1.3863 1.3601 2.1593
H 0.3732 -0.5485 2.0803
H -2.3500 0.2595 0.8325
H -0.6543 -0.4827 -0.9557
H -0.2620 1.7684 -2.0124
H 1.0337 1.4717 -0.7849
H -0.8912 -1.5587 1.5108
```

These are the Mulliken partial charges, in e, on atoms 1 to 2:
1. N -0.5911
2. N -0.5703

***

The following is a DFT calculation (wB97M-V/def2-TZVPD) of a 2-piece molecular cluster, C5H14N2 overall.

Calculated values
Multiplicity: 1
Net charge: 0
Frontier orbital gap: 8.0 eV
LUMO energy: -0.7 eV
HOMO energy: -8.74 eV

Geometry as XYZ:
```
21
C5H14N2 wB97M-V/def2-TZVPD
N -1.0039 -1.1091 -1.3060
N 0.4582 -0.5929 0.9613
C -1.8460 -0.2608 -1.9514
C 1.2677 0.6981 2.8687
C 0.3515 -0.6325 -1.4498
C 0.8448 0.1471 -0.2241
C 0.0236 0.2107 2.1144
H 1.9445 0.2698 -0.3799
H -0.3170 -1.1422 0.5840
H 0.5221 1.2269 -0.2215
H -2.8342 -0.7118 -1.9476
H 1.7422 -0.2157 3.2330
H -0.4910 1.1371 1.7594
H -1.3042 -0.2641 -4.0156
H 0.9629 -1.5389 -1.6178
H -1.7999 0.7804 -1.5593
H -0.6405 -0.3846 2.7717
H 0.6040 -0.0647 -2.3712
H 1.9401 1.2277 2.1788
H -1.4774 -0.1360 -3.1477
H 1.0526 1.3553 3.7206
```

These are the Mulliken partial charges, in e, on atoms 1 to 2:
1. N -0.4110
2. N -0.3798

***

The following is a DFT calculation (wB97M-V/def2-TZVPD) of one molecule with the formula C5H14N2.

Calculated values
Multiplicity: 1
Net charge: 0
SMILES: CNCCCCN
Frontier orbital gap: 9.8 eV
LUMO energy: 1.1 eV
HOMO energy: -8.69 eV

Geometry as XYZ:
```
21
C5H14N2 wB97M-V/def2-TZVPD
N -0.8797 -2.8464 -0.4975
N 0.7921 1.9170 0.1482
C 0.2634 2.7524 1.3090
C 0.8013 -1.2145 -0.0960
C -0.2917 1.0652 -0.5783
C -0.4688 -1.8251 0.4804
C 0.2404 -0.2276 -1.1242
H -0.8201 -2.4728 -1.4939
H 0.7038 3.6929 1.4469
H -1.8419 -3.1479 -0.4595
H 1.3553 -2.0442 -0.6592
H -0.5801 -0.6904 -1.7978
H -0.2058 -2.3638 1.3645
H -1.2104 0.8097 -0.0731
H 1.6239 1.3832 0.4815
H -0.8007 2.8792 1.2440
H 0.3839 2.3973 2.2188
H -0.4791 1.7954 -1.4444
H 1.1783 -0.1498 -1.8630
H 1.4268 -0.7862 0.7059
H -1.1910 -0.9235 0.6878
```

These are the Mulliken partial charges, in e, on atoms 1 to 2:
1. N -0.6268
2. N -0.3730

***

The following is a DFT calculation (wB97M-V/def2-TZVPD) of one molecule with the formula C5H14N2.

Calculated values
Multiplicity: 1
Net charge: 0
SMILES: CC[C@H](N)CNC
Frontier orbital gap: 9.9 eV
LUMO energy: 1.0 eV
HOMO energy: -8.91 eV

Geometry as XYZ:
```
21
C5H14N2 wB97M-V/def2-TZVPD
N 0.2955 -1.9058 -0.2794
N -0.8816 0.5586 -1.2488
C -1.2011 1.4275 1.7843
C 0.3448 -0.7036 0.5475
C 0.1950 0.6410 -0.1828
C 1.3216 -1.7295 -1.3602
C -0.0308 1.6663 0.8651
H 0.9526 1.8507 1.4661
H 1.1853 -0.7957 1.2790
H 2.3305 -1.4615 -0.8573
H -0.4245 -0.8281 1.3348
H -0.1501 2.5768 0.2801
H -0.7947 1.3921 -1.8464
H 1.0872 -0.9969 -2.1120
H -0.7457 -0.2601 -1.8052
H -1.7737 2.3883 2.0484
H -0.5977 -2.0131 -0.5741
H 1.2015 0.8293 -0.6403
H -1.1133 0.7860 2.7298
H -2.0856 0.8830 1.2225
H 1.2530 -2.7301 -1.7530
```

These are the Mulliken partial charges, in e, on atoms 1 to 2:
1. N -0.4530
2. N -0.6547

***

The following is a DFT calculation (wB97M-V/def2-TZVPD) of one molecule with the formula C5H14N2.

Calculated values
Multiplicity: 1
Net charge: 0
SMILES: CCN(C)CCN
Frontier orbital gap: 9.9 eV
LUMO energy: 1.1 eV
HOMO energy: -8.82 eV

Geometry as XYZ:
```
21
C5H14N2 wB97M-V/def2-TZVPD
N -0.4748 0.2549 -0.0424
N 3.2838 0.2798 0.4996
C 1.8904 0.6141 0.7505
C -2.5732 0.0288 -1.4430
C 0.9274 -0.0825 -0.2069
C -1.2196 -0.5646 -1.0091
C -0.9567 -0.1594 1.2838
H 1.4199 -0.0382 -1.1909
H -3.2920 -0.0556 -0.5888
H 3.7625 0.5041 1.3662
H -1.3177 -1.6116 -0.6974
H -0.2972 -0.8992 1.7864
H 3.6996 0.8889 -0.1922
H -1.0971 0.7297 1.9281
H 1.0550 -1.1694 -0.0008
H 1.7821 1.7149 0.6298
H -2.4913 1.0911 -1.6785
H 1.4702 0.3799 1.7408
H -1.9019 -0.6979 1.2597
H -0.6816 -0.6210 -1.9649
H -2.9878 -0.5869 -2.2301
```

These are the Mulliken partial charges, in e, on atoms 1 to 2:
1. N -0.0700
2. N -0.6589

***

The following is a DFT calculation (wB97M-V/def2-TZVPD) of an isolated ion of composition C5H14N2 and charge +1.

Calculated values
Multiplicity: 2
Net charge: +1
Frontier orbital gap (spin up / spin down): 9.5 / 5.0 eV
LUMO energy (spin up / spin down): -3.0 / -7.4 eV
HOMO energy (spin up / spin down): -12.46 / -12.43 eV

Geometry as XYZ:
```
21
C5H14N2 wB97M-V/def2-TZVPD
N 0.9761 1.5029 2.3902
N -0.2854 -0.5123 -0.5490
C 1.5466 1.4667 0.9703
C -0.8856 -1.6978 -1.2136
C -1.5257 -2.6580 -0.2329
C 0.1961 0.7829 -1.1604
C 0.4040 1.8180 -0.0849
H -0.5298 2.0696 0.3890
H -0.6662 -0.3065 0.3388
H -2.6184 -2.6408 -0.3066
H -0.5615 1.1347 -1.8764
H 2.0352 0.4942 0.7728
H -0.0755 -2.1249 -1.7100
H 1.4493 1.5707 3.1970
H 1.0511 0.4727 -1.8092
H 2.3269 2.2132 0.8643
H -1.1994 -2.6197 0.8247
H 0.7947 2.6820 -0.7437
H 0.0793 1.0905 2.4317
H -1.6039 -1.0841 -1.9265
H -0.9077 -3.6540 -0.5657
```

These are the Mulliken partial charges, in e, on atoms 1 to 2:
1. N -0.3990
2. N 0.0454

***

The following is a DFT calculation (wB97M-V/def2-TZVPD) of an isolated ion of composition C5H14N2 and charge +2.

Calculated values
Multiplicity: 1
Net charge: +2
SMILES: C[C@@H]([NH3+])C/C=C/[NH3+]
Frontier orbital gap: 7.8 eV
LUMO energy: -9.1 eV
HOMO energy: -16.90 eV

Geometry as XYZ:
```
21
C5H14N2 wB97M-V/def2-TZVPD
N 1.8511 -0.1315 2.0119
N -3.1576 -0.3891 -1.0021
C -1.6466 -0.6166 -1.0151
C -0.7072 0.3730 -0.8780
C 2.3051 0.4209 -0.4941
C 1.3249 -0.1668 0.5410
C -0.0559 0.5079 0.5589
H -0.7661 0.0180 1.2513
H 3.1560 -0.2664 -0.7078
H 2.7887 0.2772 1.9384
H 2.7103 1.4181 -0.3080
H 2.0575 -1.0362 2.4261
H 1.2655 -1.2232 0.3451
H 0.1131 1.5805 0.7514
H 1.2617 0.5800 2.4494
H -3.5859 -0.7976 -0.1585
H -0.6774 1.2113 -1.5783
H -3.7943 -0.6175 -1.8028
H 1.8297 0.3260 -1.4719
H -1.4811 -1.6336 -1.3450
H -3.3448 0.6173 -0.9167
```

These are the Mulliken partial charges, in e, on atoms 1 to 2:
1. N -0.2387
2. N -0.3604

***

The following is a DFT calculation (wB97M-V/def2-TZVPD) of a 2-piece molecular cluster, C5H14N2 overall.

Calculated values
Multiplicity: 1
Net charge: +2
Frontier orbital gap: 11.4 eV
LUMO energy: -8.6 eV
HOMO energy: -20.04 eV

Geometry as XYZ:
```
21
C5H14N2 wB97M-V/def2-TZVPD
N -2.5779 -0.3535 0.1068
N 1.9965 -0.0975 -0.0064
C 2.1252 -0.6290 -1.1539
C -3.5251 0.6527 -0.1186
C 2.2108 -0.8541 1.1575
C 1.7688 1.3258 0.1818
C -1.5764 -0.5132 -0.6261
H -0.9282 -1.2701 -0.3499
H 1.5213 -0.4977 1.9121
H -4.5952 0.2844 0.0210
H 2.2579 -1.9672 0.8684
H 2.1931 -1.7286 -1.3978
H 1.6649 1.4906 1.2299
H -1.3724 -0.1038 -1.5483
H -2.6804 -0.7123 1.0468
H -3.6462 1.1923 0.7882
H 2.6045 1.8631 -0.1038
H 1.8338 -0.0471 -2.0979
H 3.2824 -0.7406 1.4945
H 0.9106 1.6218 -0.2691
H -3.4682 1.0840 -1.1352
```

These are the Mulliken partial charges, in e, on atoms 1 to 2:
1. N 0.0151
2. N 0.0895

***

| no. | F_max (eV/Å) | energy (Ha) |
| --- | --- | --- |
| 1 | 1.65 | -253.41054 |
| 2 | 0.85 | -308.38913 |
| 3 | 0.91 | -308.38382 |
| 4 | 2.82 | -308.36199 |
| 5 | 5.44 | -308.29071 |
| 6 | 7.25 | -308.22801 |
| 7 | 5.24 | -308.32560 |
| 8 | 5.28 | -308.35232 |
| 9 | 2.35 | -308.36843 |
| 10 | 6.21 | -308.03853 |
| 11 | 2.96 | -307.66146 |
| 12 | 4.12 | -307.68721 |